No. 1
Entry from the OMol25 dataset: C22H30AgN4O3S2 as an isolated structure (ωB97M-V/def2-TZVPD).

Values from the calculation:
Multiplicity ... 1
Total charge ... -1
Energy relative to the best compared isomer or geometry (same formula, charge and spin) ... 1.5 kcal per mole

Positions of all 62 atoms, in Å:
H 0.791 -0.323 4.538
H -2.004 2.117 3.756
H 3.424 0.396 -3.008
H 2.929 2.652 -2.438
C 0.790 2.574 2.506
C 1.091 -0.971 3.714
H -2.751 0.245 2.486
H -0.610 -5.199 -3.617
C 0.643 3.783 -2.422
H 0.719 3.495 3.117
H -0.616 -2.221 3.955
N -0.459 1.907 2.305
C -0.667 4.193 -2.606
C 1.862 1.702 3.177
N 2.808 1.057 -1.089
H 1.710 1.635 4.256
C -1.368 -3.767 -2.198
H 2.830 2.189 3.042
O 0.722 -4.161 -0.650
C -2.048 -2.149 -0.586
C -3.739 -3.426 -2.102
C 0.955 2.682 -1.621
C -2.462 -3.136 -1.659
H -2.180 1.836 -0.737
H -4.588 -2.917 -1.665
C 2.700 0.145 -2.209
H -0.892 5.044 -3.239
H 4.924 1.301 -1.158
H 1.444 4.323 -2.923
N -0.702 -2.081 -0.450
C -1.874 0.068 3.114
H 1.692 0.182 -2.621
C -0.041 1.936 -0.979
H -2.234 -0.359 4.066
C -3.879 -4.375 -3.108
H -2.719 3.773 -2.115
C -1.682 3.481 -1.983
H 4.311 -0.017 -0.138
H -2.897 -5.747 -4.430
C 4.106 0.998 -0.474
Ag 0.227 0.107 0.155
C -1.359 2.380 -1.197
C -1.481 -4.714 -3.199
H -0.534 1.319 4.267
C 2.445 2.403 -1.472
O 0.882 -2.446 -2.402
H 0.228 -2.454 2.418
H -0.975 2.233 1.503
H 1.757 -1.724 4.139
H 2.872 3.099 -0.740
H -1.546 -1.350 1.679
H 2.879 -0.880 -1.885
H 4.139 1.658 0.396
H 1.146 2.875 1.518
O -2.863 -1.522 0.081
H -4.865 -4.624 -3.480
C -0.123 -1.692 3.117
C -2.762 -5.011 -3.647
S 2.062 0.021 2.544
S 0.078 -3.120 -1.413
C -1.214 1.424 3.419
N -1.030 -0.847 2.390

Charges in e, computed with Mulliken, in the same order as the atoms: H 0.235; H 0.396; H 0.313; H 0.403; C -0.565; C -0.627; H 0.331; H 0.441; C -0.789; H 0.259; H 0.328; N 0.102; C -0.478; C -0.879; N 0.997; H 0.481; C 0.136; H 0.482; O -0.703; C 0.559; C -0.411; C 1.440; C -0.045; H 0.436; H 0.486; C -1.368; H 0.347; H 0.330; H 0.335; N -0.147; C -1.144; H 0.312; C -1.131; H 0.366; C -0.510; H 0.379; C -0.764; H 0.271; H 0.370; C -1.193; Ag -0.145; C 0.377; C -0.638; H 0.303; C -1.212; O -0.633; H 0.309; H 0.160; H 0.516; H 0.454; H -0.014; H 0.412; H 0.272; H 0.152; O -0.743; H 0.368; C -0.881; C -0.416; S -0.084; S 1.025; C -0.891; N 0.525

No. 2
Entry from the OMol25 dataset: C18H30N6O2Y as an isolated structure (ωB97M-V/def2-TZVPD).

Values from the calculation:
Multiplicity ... 1
Total charge ... +1
Energy relative to the best compared isomer or geometry (same formula, charge and spin) ... 29.4 kcal per mole

Positions of all 57 atoms, in Å:
N -0.567 2.109 1.587
H -2.673 -0.238 2.604
N 1.301 0.962 -1.376
C -1.442 3.513 -0.287
C 0.727 -2.091 1.103
Y -0.529 0.332 -0.112
H -1.708 2.294 3.377
C -2.470 -1.831 -1.764
C 1.298 2.249 -2.044
C -1.709 1.715 2.451
H 3.512 -0.990 -3.001
C 2.426 -0.403 1.451
H -2.902 -1.268 -2.590
C 2.035 -1.194 -0.792
C 2.071 -0.076 -1.667
N -0.999 -1.634 -1.777
H -2.077 -2.845 2.528
H -0.637 -1.615 -2.723
N -0.663 -0.474 2.029
H -1.997 2.184 -1.705
H 0.436 3.717 0.748
H -1.080 -2.373 3.905
H 3.173 -2.673 -1.859
O -2.680 0.046 -0.356
C 2.977 -0.056 -2.865
H -0.118 3.776 -2.613
H -0.964 4.212 1.686
H 2.636 -4.504 -0.318
C -1.688 0.189 2.812
N 1.424 -0.954 0.514
O -3.469 -1.900 0.431
H 2.840 0.511 1.026
H 0.288 2.011 2.123
H 1.786 2.982 -1.390
H -2.495 3.388 -0.028
C -1.046 -2.738 2.877
H -0.547 -2.424 -1.323
C -0.136 2.715 -2.346
H 2.414 0.157 -3.775
H -2.762 -2.877 -1.841
C 1.228 -3.335 0.832
C -0.598 3.456 0.983
N -1.124 2.455 -1.269
H 0.803 -4.204 1.318
C 2.233 -3.518 -0.144
H -1.490 0.057 3.880
H 3.716 0.738 -2.746
C 2.560 -2.470 -0.989
C -0.352 -1.736 2.016
H -0.566 -3.711 2.872
H -1.343 4.508 -0.732
H 1.860 2.268 -2.982
H 3.233 -1.123 1.611
C -2.974 -1.228 -0.448
H -0.496 2.169 -3.220
H -2.626 1.951 1.912
H 1.948 -0.181 2.404

Charges in e, computed with Mulliken, in the same order as the atoms: N -0.358; H 0.305; N 0.258; C -0.859; C 0.359; Y 0.366; H 0.497; C -0.661; C -0.572; C -0.634; H 0.458; C -1.423; H 0.342; C 0.600; C 0.408; N -0.484; H 0.299; H 0.238; N 0.427; H 0.299; H 0.365; H 0.378; H 0.384; O -0.545; C -1.976; H 0.359; H 0.419; H 0.410; C -0.897; N 1.474; O -0.614; H 0.339; H 0.275; H 0.269; H 0.451; C -1.794; H 0.123; C -1.074; H 0.374; H 0.368; C -0.349; C -0.717; N -0.141; H 0.406; C -1.679; H 0.555; H 0.353; C -0.540; C 0.703; H 0.486; H 0.385; H 0.534; H 0.280; C 0.613; H 0.460; H 0.366; H 0.333

No. 3
Entry from the OMol25 dataset: an isolated ion of composition C12H16IN2O4S2 and charge +1 (ωB97M-V/def2-TZVPD).

Values from the calculation:
Multiplicity ... 1
Total charge ... +1

Positions of all 37 atoms, in Å:
C -0.508 1.939 -0.828
H -1.808 3.623 2.423
H 2.175 -1.984 -1.860
C -1.477 -0.325 0.207
H 1.773 -3.944 0.766
O -2.190 -1.448 2.243
H 4.191 -0.903 -1.776
C -0.316 -1.127 -0.508
N 0.544 1.181 -1.455
C 1.968 -0.886 -2.085
H -1.490 4.325 -0.193
C 0.709 -0.268 -1.335
O -3.943 -1.203 0.789
H 2.722 0.079 0.473
H 1.238 1.703 -2.035
H 4.496 0.571 0.068
C -2.165 2.539 2.232
I 3.919 1.297 -3.376
C 3.409 0.566 -0.298
H 3.124 1.683 -0.429
C 3.364 -0.095 -1.763
C -2.587 -1.009 1.130
H -3.039 2.970 0.184
H 1.102 -2.430 1.741
H -3.716 1.431 0.916
N -2.116 1.611 3.178
H -1.726 2.069 4.031
H 1.799 -0.735 -3.220
C 0.851 -3.390 1.146
C -2.747 2.041 0.807
O 0.331 -3.639 -1.625
O -1.543 -3.634 -0.090
H 0.235 -4.095 1.824
S -0.197 -2.965 -0.361
S -0.554 3.784 -1.066
C -1.580 1.248 0.056
H -4.246 -0.580 0.090

Charges in e, computed with Mulliken, in the same order as the atoms: C 0.082; H 0.291; H 0.308; C 0.229; H 0.379; O -0.446; H 0.589; C 0.427; N 0.124; C -0.481; H 0.186; C -0.255; O -0.437; H 0.221; H 0.183; H 0.339; C 0.013; I 0.157; C -0.785; H 0.264; C -0.815; C -0.076; H 0.407; H 0.300; H 0.297; N -0.429; H 0.259; H 0.306; C -0.924; C -0.861; O -0.604; O -0.625; H 0.377; S 1.319; S -0.144; C 0.432; H 0.392

No. 4
Entry from the OMol25 dataset: an isolated ion of composition C4H8NS and charge +1 (ωB97M-V/def2-TZVPD).

Values from the calculation:
Multiplicity ... 1
Total charge ... +1
Energy relative to the best compared isomer or geometry (same formula, charge and spin) ... 132.8 kcal per mole

Positions of all 14 atoms, in Å:
S -0.865 1.542 0.078
H -2.035 -1.244 0.940
H 1.082 -1.876 0.105
H -3.213 -0.402 0.255
H 1.548 1.730 1.009
C 0.813 -0.914 0.478
C 1.615 0.093 -0.234
H 2.557 0.007 0.331
N -1.081 -0.029 -0.176
H 1.538 -0.098 -1.251
H -2.113 -1.659 -0.826
H 1.370 2.229 -0.695
C 1.050 1.517 0.039
C -2.267 -0.895 -0.052

Charges in e, computed with Mulliken, in the same order as the atoms: S 0.187; H 0.328; H 0.346; H 0.315; H 0.344; C -0.088; C -0.520; H 0.350; N -0.125; H 0.367; H 0.305; H 0.412; C -0.544; C -0.676

No. 5
Entry from the OMol25 dataset: C11H21Br2FNO2P as an isolated structure (ωB97M-V/def2-TZVPD).

Values from the calculation:
Multiplicity ... 2
Total charge ... -1
⟨S²⟩ ... 0.7561

Positions of all 39 atoms, in Å:
H 4.097 0.277 2.008
H -2.098 1.650 -1.636
H 1.035 -1.152 1.452
C 1.107 0.775 0.442
H -0.864 -3.475 -0.522
C -2.376 1.657 -0.550
H -1.598 -2.570 0.822
N -1.148 -0.432 -0.865
H 1.469 -1.336 -2.049
H -0.161 -1.696 -2.673
C 0.542 -1.919 -1.830
H 3.681 0.172 0.271
Br 1.245 3.824 -0.977
H -2.806 0.813 1.945
C -1.531 0.516 0.187
H -2.237 2.656 -0.083
C 1.070 -0.809 0.386
H -0.142 1.330 -2.369
H 0.761 -3.014 -1.783
H 0.174 -3.137 0.883
O 0.792 1.076 -2.457
H -3.411 -0.451 0.826
H -0.406 0.994 1.994
Br -3.146 -1.983 -3.292
H 4.203 1.758 0.905
C -0.117 -1.404 -0.465
C -0.651 -2.702 0.261
C 3.626 0.838 1.165
C 2.146 1.160 1.585
C -2.483 -0.050 1.305
O -2.231 -1.107 -1.309
H -3.462 1.415 -0.510
H 2.052 -1.179 -0.012
H 1.815 0.580 2.479
H -1.995 -0.794 1.977
C -0.331 1.248 0.898
F 2.035 2.532 1.896
H -0.371 2.357 0.843
P 1.715 1.582 -1.148

Charges in e, computed with Mulliken, in the same order as the atoms: H 0.294; H 0.360; H 0.480; C 1.411; H 0.355; C -1.537; H 0.350; N 0.584; H 0.338; H 0.233; C -1.513; H 0.394; Br -0.306; H 0.456; C 1.774; H 0.304; C -2.297; H 0.310; H 0.407; H 0.343; O -0.423; H 0.433; H 0.440; Br -0.624; H 0.386; C 1.772; C -1.630; C -1.299; C 0.021; C -2.020; O -0.580; H 0.363; H 0.378; H 0.469; H 0.392; C -1.848; F -0.376; H 0.289; P 0.117

Number 1: total energy -2244.4408 hartree. Number 2: total energy -1221.1913 hartree. Number 3: total energy -1970.8819 hartree. Number 4: total energy -609.6583 hartree. Number 5: total energy -6226.2050 hartree.